[1]
Here is C11H12CdN2P as an isolated structure at a distorted geometry from the OMol25 dataset. Energies are from the ωB97M-V functional and the def2-TZVPD basis.

The electronic energy comes out at -1044.8067 Eh. Its HOMO energy (spin up / spin down) is -0.6 / -0.4 eV. For the orbital gap (spin up / spin down), the calculation gives 3.308 / 3.188 eV. As for the charge: -1. As for the spin multiplicity: 1.

Last column: natural (NBO) charge in e.
Atoms and positions in Å:
C1 -0.85 3.02 -1.98  -0.44
C2 0.53 2.82 -2.33  -0.42
C3 1.30 2.96 -1.13  -0.38
C4 0.42 3.26 -0.06  -0.36
C5 -0.91 3.26 -0.56  -0.40
Cd1 -0.20 0.77 -1.07  0.98
P1 -1.46 -1.10 -2.21  -0.12
H1 -1.67 3.15 -2.68  0.22
H2 0.92 2.77 -3.34  0.22
H3 2.39 2.99 -1.09  0.22
H4 -1.81 3.55 -0.01  0.22
H5 0.71 3.55 0.95  0.22
H6 -0.74 -2.33 -2.25  0.03
H7 -1.78 -0.87 -3.59  0.01
H8 -2.73 -1.45 -1.64  -0.02
N1 0.90 -4.86 4.06  -0.46
C6 0.78 -3.95 3.33  0.30
C7 0.61 -2.84 2.44  -0.33
C8 1.70 -2.30 1.75  -0.23
C9 1.48 -1.22 0.89  -0.05
N2 0.24 -0.69 0.71  -0.69
C10 -0.81 -1.20 1.40  -0.07
C11 -0.67 -2.29 2.25  -0.22
H9 2.70 -2.72 1.84  0.21
H10 2.31 -0.79 0.32  0.19
H11 -1.80 -0.76 1.25  0.18
H12 -1.54 -2.72 2.75  0.21


[2]
Here is one molecule with the formula C4H10N2O at a distorted geometry from the OMol25 dataset. Energies are from the ωB97M-V functional and the def2-TZVPD basis.

The electronic energy comes out at -343.0842 Eh. Its HOMO energy is -8.9 eV. For the orbital gap, the calculation gives 9.737 eV. The calculation puts the energy relative to the best compared isomer or geometry (same formula, charge and spin) at 3.190 eV. As for the spin multiplicity: 1.

Last column: natural (NBO) charge in e.
Atoms and positions in Å:
C1 -1.43 -1.49 -0.39  -0.42
C2 0.21 0.32 -0.13  0.42
C3 0.84 -0.27 -1.45  -0.12
C4 0.36 1.39 1.89  -0.45
H1 -0.48 -2.07 -0.80  0.22
H2 -2.13 -1.25 -1.19  0.19
H3 -2.12 -2.15 0.11  0.22
H4 -1.37 0.14 1.11  0.40
H5 0.10 -0.34 -2.42  0.19
H6 1.39 -1.25 -1.30  0.19
H7 2.10 1.17 -1.11  0.50
H8 0.97 2.25 2.32  0.22
H9 -0.68 1.68 1.79  0.17
H10 0.43 0.38 2.47  0.19
N1 -0.93 -0.35 0.40  -0.64
N2 0.97 1.16 0.57  -0.54
O1 1.76 0.67 -1.87  -0.74


[3]
Here is one molecule with the formula CH2FN at a distorted geometry from the OMol25 dataset. Energies are from the ωB97M-V functional and the def2-TZVPD basis.

The electronic energy comes out at -193.8121 Eh. Its HOMO energy is -11.1 eV. For the orbital gap, the calculation gives 12.097 eV. The calculation puts the energy relative to the best compared isomer or geometry (same formula, charge and spin) at 2.369 eV. As for the spin multiplicity: 1.

Last column: natural (NBO) charge in e.
Atoms and positions in Å:
C1 -0.44 0.00 -0.01  -0.13
N1 0.71 0.50 -0.09  -0.02
F1 1.81 -0.35 0.02  -0.25
H1 -1.38 0.82 0.04  0.21
H2 -0.70 -0.97 0.04  0.18


[4]
Here is a 2-piece molecular cluster, C6H12O overall from the OMol25 dataset. Energies are from the ωB97M-V functional and the def2-TZVPD basis.

The electronic energy comes out at -310.8836 Eh. Its HOMO energy is -8.5 eV. For the orbital gap, the calculation gives 9.364 eV. The calculation puts the energy relative to the best compared isomer or geometry (same formula, charge and spin) at 4.779 eV. As for the spin multiplicity: 1.

Last column: natural (NBO) charge in e.
Atoms and positions in Å:
C1 -0.59 2.43 -1.07  -0.26
O1 -1.30 1.85 0.03  -0.49
C2 -0.53 1.63 1.07  0.03
C3 0.30 -0.72 0.30  -0.23
C4 -0.95 -1.24 -0.39  -0.61
C5 1.66 -1.18 -0.13  -0.42
C6 1.08 -1.63 1.19  -0.42
H1 -0.19 1.62 -1.68  0.19
H2 0.22 3.05 -0.67  0.21
H3 -1.31 3.02 -1.64  0.19
H4 0.38 0.34 0.61  0.22
H5 -1.20 1.08 1.76  0.10
H6 -1.26 -0.60 -1.22  0.21
H7 -1.80 -1.34 0.29  0.21
H8 -0.76 -2.24 -0.82  0.21
H9 2.45 -0.44 -0.09  0.21
H10 1.71 -1.89 -0.94  0.21
H11 1.51 -1.22 2.09  0.22
H12 0.76 -2.67 1.26  0.21